4 unconnected molecules or ions with the total composition C37H85N11O5P3, computed with ωB97M-V/def2-TZVPD.

Structure (XYZ):
```
141
Properties=species:S:1:pos:R:3:mulliken_charge:R:1
C -2.01508 2.60397 -4.09517 -1.588
C -3.36462 1.92917 -3.70855 1.267
C -4.11555 2.94709 -2.85406 -1.598
C -4.16224 1.69726 -5.00957 -2.528
C -3.87588 0.38404 -5.75554 1.011
C -2.56780 0.51635 -6.56806 -0.410
C -2.51636 -0.35197 -7.83377 -1.215
C -1.81537 -1.69805 -7.59491 -0.686
N -0.36241 -1.49964 -7.40290 -0.305
C 0.23427 -2.29797 -6.31310 -1.119
C 0.82005 -1.45985 -5.20071 -0.075
C -0.01263 -0.94192 -4.21475 0.759
C 0.45716 -0.19604 -3.15065 -1.142
C 1.81550 0.07291 -3.08798 -0.665
C 2.66911 -0.39831 -4.06647 -0.781
C 2.17344 -1.17084 -5.10082 0.794
O 3.04839 -1.63741 -6.08124 -0.608
C -3.90762 -0.82012 -4.77374 -1.761
C -3.90315 -0.47061 -3.27705 1.367
C -5.33059 -0.26275 -2.70807 -1.738
C -3.33815 -1.70927 -2.55064 -2.011
N -2.99929 0.67127 -2.99857 1.511
O -2.80784 0.87636 -1.74868 -0.607
H -1.58888 3.03805 -3.18891 0.394
H -2.16385 3.38382 -4.83832 0.336
H -1.32137 1.83897 -4.43775 0.270
H -4.40320 3.79678 -3.47813 0.391
H -3.49174 3.35100 -2.05947 0.143
H -5.03930 2.53293 -2.44903 0.484
H -5.22477 1.67473 -4.73671 0.397
H -4.05881 2.56524 -5.65943 0.807
H -4.68711 0.23384 -6.47158 0.957
H -2.54167 1.55320 -6.91812 0.463
H -1.67311 0.37864 -5.96130 -0.353
H -3.51468 -0.51344 -8.24866 0.384
H -1.91535 0.16298 -8.58631 0.416
H -1.97850 -2.30990 -8.48962 0.501
H -2.28412 -2.21897 -6.75959 0.197
H 0.05368 -1.86991 -8.24576 0.337
H -0.47122 -3.00749 -5.86849 0.369
H 1.04417 -2.90357 -6.72258 0.487
H -1.07269 -1.14299 -4.30420 0.082
H -0.24277 0.15270 -2.40293 0.733
H 2.18947 0.66564 -2.26273 0.428
H 3.72555 -0.16745 -4.03021 0.466
H 3.44702 -2.44082 -5.73000 0.332
H -3.13032 -1.54534 -5.00019 0.405
H -4.86177 -1.33185 -4.93007 0.269
H -5.99510 0.04337 -3.51605 0.422
H -5.34047 0.43460 -1.87491 0.207
H -5.70305 -1.21985 -2.34751 0.497
H -2.40753 -2.06312 -2.99273 0.338
H -3.18811 -1.52765 -1.48886 0.521
H -4.06224 -2.51636 -2.67260 0.464
O -1.92051 3.46939 4.11233 -0.529
P -2.05234 4.79451 3.44279 0.211
N -3.27875 5.53733 4.36452 0.254
C -4.45065 6.27649 3.95489 -0.879
C -2.85525 5.88538 5.71053 -1.141
N -2.59798 4.23609 1.86872 0.426
C -3.99128 4.30423 1.45873 -0.953
C -2.09007 2.89599 1.55121 -1.180
N -1.32080 6.21722 2.81896 0.062
C -1.90556 6.98000 1.74256 -0.849
C 0.12113 6.03806 2.58572 -0.974
H -4.26159 7.35685 3.85556 0.326
H -5.23657 6.15313 4.70543 0.341
H -4.87630 5.91278 3.02747 0.223
H -2.26851 6.81600 5.72806 0.306
H -2.24499 5.08841 6.13940 0.227
H -3.71985 6.00888 6.36379 0.401
H -4.67494 3.82509 2.17370 0.321
H -4.11127 3.80684 0.49400 0.133
H -4.31805 5.33075 1.28400 0.287
H -2.68492 2.10501 2.02272 0.276
H -1.05853 2.77827 1.87900 0.263
H -2.10323 2.73646 0.47053 0.456
H -1.81605 6.47603 0.77284 0.323
H -1.37906 7.93519 1.68485 0.387
H -2.95236 7.22176 1.91715 0.215
H 0.31657 5.40336 1.70964 0.324
H 0.59178 5.56935 3.45306 0.305
H 0.61171 7.00036 2.43376 0.350
O -1.01795 -3.29671 5.15149 -0.805
P -0.60867 -1.90209 4.82354 0.473
N 0.16818 -2.11110 3.31815 0.467
C 1.41779 -1.58841 2.81651 -0.633
C -0.74521 -2.45707 2.24251 -1.289
N 0.50834 -1.62621 6.16132 0.225
C 1.94824 -1.69849 5.98382 -1.375
C 0.15542 -2.38859 7.35917 -1.110
N -1.00145 -0.24359 4.65130 0.400
C -0.02880 0.81062 4.81669 -0.332
C -2.23987 0.11288 5.36367 -0.902
H 1.29818 -0.62125 2.30271 0.158
H 1.84726 -2.28569 2.09016 0.342
H 2.17681 -1.47860 3.58267 0.006
H -1.27432 -1.57340 1.85407 0.416
H -1.48940 -3.17753 2.58751 0.306
H -0.20535 -2.92684 1.41888 0.335
H 2.28016 -2.64493 5.53147 0.411
H 2.44211 -1.59781 6.95304 0.433
H 2.32949 -0.86600 5.39105 0.324
H 0.50098 -3.42841 7.31186 0.324
H -0.92145 -2.40279 7.51469 0.353
H 0.60664 -1.91288 8.23365 0.379
H 0.25438 0.96737 5.86537 0.330
H -0.46642 1.73665 4.44286 -0.072
H 0.87887 0.65378 4.23427 0.121
H -2.09018 0.13576 6.45327 0.353
H -3.02653 -0.61439 5.14650 0.355
H -2.60104 1.09015 5.04150 0.048
O 4.41466 -3.24118 -0.27295 -0.707
P 5.51259 -3.93006 0.46062 0.413
N 4.81667 -4.15333 2.00057 0.535
C 5.35008 -3.92921 3.32462 -0.458
C 3.73806 -5.12717 2.00404 -1.268
N 6.72027 -2.64888 0.41131 0.198
C 6.98606 -1.80061 1.56220 -1.141
C 6.58733 -1.79190 -0.76855 -1.136
N 6.68371 -5.18571 0.54388 0.084
C 7.90232 -5.06219 1.30623 -0.865
C 6.97405 -5.75469 -0.78108 -1.030
H 5.85470 -4.81637 3.73838 0.275
H 4.53206 -3.67538 4.00553 -0.052
H 6.03426 -3.09010 3.36816 0.174
H 4.11345 -6.16140 2.01477 0.264
H 3.10999 -5.00418 1.11950 0.337
H 3.08848 -4.98567 2.86921 0.364
H 6.08192 -1.31872 1.96013 0.305
H 7.69042 -1.01476 1.28179 0.417
H 7.48453 -2.34431 2.36578 0.301
H 5.81032 -1.02805 -0.64617 0.320
H 6.34365 -2.37502 -1.65454 0.344
H 7.53979 -1.29087 -0.95737 0.398
H 8.62535 -4.38397 0.83718 0.340
H 8.35572 -6.05332 1.37731 0.395
H 7.72787 -4.73590 2.32990 0.212
H 7.57247 -5.06832 -1.39771 0.348
H 6.04559 -5.96591 -1.31640 0.324
H 7.51413 -6.69791 -0.68824 0.333
```

Properties
LUMO level (spin up / spin down): 0.606 / 0.206 eV
multiplicity: 2
HOMO-LUMO gap (spin up / spin down): 8.435 / 8.035 eV
E_HOMO (spin up / spin down): -7.8 / -7.8 eV
⟨S²⟩: 0.754


A molecular structure, C9H27BKN7O6P3, computed with ωB97M-V/def2-TZVPD.

Structure (XYZ):
```
54
Properties=species:S:1:pos:R:3:mulliken_charge:R:1
N 7.45273 4.41151 0.22083 -0.788
P 5.90181 4.45329 -0.27583 0.381
C 5.30289 2.63818 -0.42631 -0.456
N 6.10046 1.56996 -1.14247 -0.102
C 5.21643 0.34069 -1.03485 -0.421
C 3.81944 0.60621 -0.22040 -0.184
N 3.99903 2.07286 0.10313 0.217
B 2.87036 2.80800 0.86459 0.375
N 1.53439 2.88892 0.08742 -0.517
O 3.04693 3.42857 2.20060 -0.552
H 7.70002 3.38962 0.34850 0.244
H 5.03711 5.22021 0.60146 0.050
H 5.78608 5.05508 -1.59708 0.062
H 7.03239 1.71074 -1.59210 0.278
H 5.51278 -0.71161 -1.46548 0.296
H 2.91223 -0.08077 0.05332 0.248
H 1.05048 3.75432 0.44577 0.207
H 1.85943 3.12093 -0.89923 0.267
H 2.22182 3.26746 2.77240 0.315
O -0.00572 -3.16720 1.21436 -0.799
P -1.02499 -2.36686 0.36697 0.847
N -0.95325 -1.04742 1.47769 0.044
C -2.02096 -0.14466 1.88805 -0.769
C 0.32122 -0.32378 1.48095 -1.148
N -2.33210 -3.39793 0.85703 0.260
C -3.49885 -2.95981 1.60695 -1.374
C -1.98937 -4.75413 1.31329 -1.015
N -2.19673 -1.44681 -0.60717 0.120
C -2.86947 -2.28442 -1.63426 -1.438
C -1.56073 -0.36530 -1.39280 -0.940
H -2.31787 0.56184 1.10877 0.339
H -1.71679 0.45232 2.75643 0.362
H -2.91427 -0.65957 2.23120 0.174
H 0.45378 0.27214 0.57382 0.307
H 1.16573 -1.01580 1.54141 0.364
H 0.41722 0.34586 2.34218 0.343
H -3.25028 -2.74583 2.65082 0.285
H -4.27872 -3.73026 1.60703 0.413
H -3.97815 -2.09155 1.15124 0.485
H -1.60085 -4.74875 2.33825 0.308
H -1.24392 -5.21438 0.65328 0.315
H -2.86139 -5.41894 1.28681 0.309
H -2.13639 -2.76430 -2.29172 0.279
H -3.55017 -1.68153 -2.24710 0.606
H -3.49814 -3.06763 -1.20318 0.447
H -0.72230 -0.74940 -1.98292 0.369
H -1.19535 0.44693 -0.76385 0.148
H -2.27726 0.10655 -2.07352 0.257
O -4.73591 0.01851 -3.28725 -0.729
P -5.07863 1.39765 -2.70020 0.812
O -3.78801 2.21385 -2.52212 -0.587
O -5.76395 1.21740 -1.33557 -0.637
O -6.02710 2.14052 -3.65539 -0.623
K -5.32710 -2.97155 -1.79377 0.944
```

Properties
LUMO level: -0.077 eV
HOMO-LUMO gap: 1.371 eV
charge: -1
E_HOMO: -1.4 eV


What are the calculated total energy values for these records? In order: -94238.100; -77345.336 eV.